(1)
Below is an isolated molecule of C13H14S, with properties calculated with wB97M-V/def2-TZVPD.

Each line ends with the Löwdin charge.
Element x y z (Å)
C  4.065236  0.294494  0.490856  -0.08
C  3.491586  0.711406  -0.719689  -0.11
C  3.480016  -0.766571  1.220758  -0.10
C  2.240499  0.257012  -1.056298  -0.17
C  2.254319  -1.222840  0.826745  -0.07
C  1.648962  -0.842677  -0.381430  -0.30
C  -0.776643  -1.639179  -1.140661  -0.09
C  0.447269  -1.351215  -0.759006  0.04
C  -0.760490  1.370847  0.177871  -0.52
C  -2.167857  -1.199051  -0.629398  -0.20
C  -2.236415  -0.609884  0.792354  -0.17
C  -1.995469  0.945178  0.694990  -0.46
C  -3.214649  1.691502  0.018871  -0.06
S  0.394371  2.308569  -0.418043  0.80
H  5.047002  0.591026  0.652819  0.07
H  3.797408  1.623684  -1.251429  0.11
H  3.870964  -1.018121  2.206059  0.10
H  1.770602  0.758923  -1.921882  0.08
H  1.906074  -2.282395  1.263610  0.16
H  -0.768951  -2.138089  -2.108009  0.10
H  -2.720113  -0.476071  -1.241886  0.09
H  -2.833157  -2.112926  -0.782380  0.12
H  -3.197489  -0.830094  1.465752  0.15
H  -1.295607  -0.997485  1.329007  0.12
H  -1.995249  1.206719  1.740471  0.14
H  -3.271003  1.472493  -1.105115  0.10
H  -3.016652  2.744648  0.092036  0.06
H  -4.164563  1.510094  0.543022  0.08

Forces on atoms 1 to 6 (eV/Å):
C -0.76 -1.34 -1.34
C -0.71 0.99 1.16
C 0.00 1.88 0.36
C -0.13 0.14 -1.57
C 0.08 -4.60 0.80
C -0.15 0.93 0.25

Summary:
HOMO (spin up / spin down)   -0.246 / -0.240 hartree
Frontier orbital gap (spin up / spin down)   6.9 / 6.4 eV
Electronic energy   -24537.0196 eV
Energy above the lowest of the compared OMol25 structures with the same formula, charge and spin   416.2 kJ/mol

(2)
Below is a cluster of 7 separate species, C14H26O15 in total, with properties calculated with wB97M-V/def2-TZVPD.

Each line ends with the Löwdin charge.
Element x y z (Å)
O  1.092520  3.427011  -5.189425  0.19
C  1.496878  2.632444  -4.423273  -0.58
O  0.785770  2.026239  -3.463904  0.07
C  1.646029  1.258948  -2.621156  -0.12
C  2.866545  1.069386  -3.527323  -0.12
O  2.774427  2.165796  -4.420831  0.06
H  1.881650  1.803442  -1.707666  0.12
H  1.115107  0.312037  -2.526569  0.12
H  2.787564  0.135613  -4.093515  0.13
H  3.817939  1.075476  -2.997995  0.13
O  -1.087242  -0.693010  -0.724778  0.15
C  -0.834413  0.298854  -0.113929  -0.59
O  -0.702529  1.507379  -0.709344  0.05
C  -0.527858  2.534376  0.289509  -0.07
C  -0.226580  1.684931  1.530300  -0.10
O  -0.790063  0.413400  1.216448  0.06
H  0.282187  3.198158  0.003765  0.13
H  -1.450173  3.087933  0.446393  0.11
H  -0.786814  2.009553  2.406095  0.12
H  0.825822  1.618407  1.803213  0.12
O  3.425544  -1.685633  4.203696  0.19
C  3.253612  -1.491352  3.055301  -0.58
O  4.096750  -1.856201  2.066945  0.07
C  3.449046  -1.709740  0.813639  -0.11
C  2.393207  -0.629579  1.138627  -0.13
O  2.168424  -0.897266  2.518586  0.05
H  4.228633  -1.337146  0.146995  0.13
H  2.996543  -2.604202  0.388207  0.13
H  1.489761  -0.896787  0.593396  0.10
H  2.716090  0.389666  0.930634  0.13
O  -2.824055  -1.857593  -5.837943  0.17
C  -2.015121  -2.360828  -5.129122  -0.60
O  -1.272391  -1.635058  -4.278996  0.07
C  -0.550365  -2.501589  -3.413036  -0.12
C  -0.506017  -3.784762  -4.248532  -0.10
O  -1.644908  -3.639322  -5.101930  0.08
H  0.409338  -2.035386  -3.203180  0.12
H  -1.032731  -2.672041  -2.451101  0.11
H  -0.582682  -4.681112  -3.637893  0.13
H  0.364253  -3.895851  -4.895634  0.13
C  -2.257462  0.367656  4.806187  -0.09
C  -3.643572  0.012932  5.353816  -0.31
O  -3.956792  0.798350  6.506031  -0.09
H  -1.446854  0.011826  5.443727  0.07
H  -2.246350  1.451374  4.698253  0.07
H  -2.111401  -0.124209  3.840507  0.06
H  -3.720430  -1.043358  5.621339  0.11
H  -4.360718  0.297513  4.584040  0.11
H  -3.461700  0.421764  7.240943  0.08
O  0.096083  -2.951765  0.917937  -0.05
H  -0.596920  -2.789729  0.264954  0.02
H  -0.187112  -2.455374  1.695737  0.04
O  -2.223266  5.237233  1.248347  -0.05
H  -2.758618  5.935600  0.854091  0.05
H  -2.654611  5.045608  2.089433  0.04

Forces on atoms 1 to 6 (eV/Å):
O -0.41 0.70 -0.46
C 0.60 -0.52 0.00
O -0.31 0.38 0.51
C -0.03 -0.56 -1.19
C -0.08 -0.33 0.19
O 0.30 0.12 0.02

Summary:
SMILES   O=C1OCCO1.O=C1OCCO1.O=C1OCCO1.O=C1OCCO1.CCO.O.O
HOMO   -0.389 hartree
Frontier orbital gap   10.5 eV
Electronic energy   -45651.6884 eV
Energy above the lowest of the compared OMol25 structures with the same formula, charge and spin   0.0 kJ/mol

(3)
Below is an isolated molecule of C6H4O, with properties calculated with wB97M-V/def2-TZVPD.

Each line ends with the Löwdin charge.
Element x y z (Å)
C  3.336378  -0.592382  0.756066  0.16
C  2.218526  -0.227837  0.506216  -0.04
C  0.853107  0.220090  0.372040  -0.46
O  0.169711  0.343587  1.373687  0.09
C  0.240696  0.460978  -0.941868  0.04
C  -0.956862  0.308485  -1.116184  -0.04
C  -2.284527  0.124997  -0.564487  -0.06
H  4.328466  -0.909408  0.980291  0.04
H  -2.875754  1.042083  -0.551652  0.09
H  -1.961815  -0.062576  0.481334  0.10
H  -2.854805  -0.713477  -0.966062  0.08

Forces on atoms 1 to 6 (eV/Å):
C -0.32 0.12 -0.16
C 0.66 -0.15 0.11
C -0.06 0.01 0.49
O 0.49 0.11 -0.28
C -0.69 -0.10 0.06
C 0.50 0.06 0.21

Summary:
SMILES   C#CC(=O)C#CC
HOMO   -0.368 hartree
Frontier orbital gap   9.9 eV
Electronic energy   -8328.8416 eV
Energy above the lowest of the compared OMol25 structures with the same formula, charge and spin   347.2 kJ/mol

(4)
Below is a cluster of 4 separate species, C2H14N2O3 in total, with properties calculated with wB97M-V/def2-TZVPD.

Each line ends with the Löwdin charge.
Element x y z (Å)
N  -1.496862  0.746422  -1.061908  0.00
C  -1.270886  0.762763  0.402420  -0.29
C  -0.631794  -0.561183  0.795148  -0.32
N  0.001918  -0.514506  2.099465  -0.01
H  -1.242800  1.629865  -1.459868  0.05
H  -2.398174  0.420310  -1.330198  0.05
H  -2.179915  0.935288  0.984243  0.10
H  -0.580025  1.590293  0.498835  0.07
H  -1.445404  -1.309538  0.734814  0.10
H  -0.009949  -0.857776  -0.049789  0.10
H  0.364706  -1.416242  2.382779  0.06
H  -0.660810  -0.244856  2.815382  0.06
O  -0.049510  -5.843800  -3.664099  -0.06
H  -0.241450  -5.370358  -4.483065  0.03
H  -0.818869  -6.417979  -3.578490  0.03
O  1.499680  3.658258  2.196796  -0.05
H  0.941071  3.104725  1.656120  -0.01
H  1.169483  3.780266  3.091206  0.04
O  1.659722  1.777487  -0.455530  -0.05
H  1.815654  2.033297  0.465860  0.01
H  2.308285  2.376318  -0.859446  0.05

Forces on atoms 1 to 6 (eV/Å):
N 0.40 -0.30 0.91
C 0.26 -0.19 -1.28
C -1.14 -0.41 -0.39
N 0.43 0.09 0.07
H -0.29 0.15 -0.32
H -0.58 0.11 -0.27

Summary:
SMILES   NCCN.O.O.O
HOMO   -0.325 hartree
Frontier orbital gap   9.6 eV
Electronic energy   -11423.0815 eV
Energy above the lowest of the compared OMol25 structures with the same formula, charge and spin   129.8 kJ/mol

(5)
Below is a structure of composition C5H9N3, with properties calculated with wB97M-V/def2-TZVPD.

Each line ends with the Löwdin charge.
Element x y z (Å)
C  0.791283  -1.108704  -0.615549  -0.15
C  0.941749  -1.504479  0.756462  -0.20
C  -1.745585  0.480004  0.668045  -0.18
C  -0.000706  1.287424  -0.857007  -0.20
C  0.844225  0.233383  -0.114010  -0.37
H  1.422186  -1.521493  -1.427991  0.13
H  -0.314578  -1.275563  -0.727646  0.15
H  1.821580  -1.562609  1.277515  0.07
H  0.439245  -2.378308  1.414777  0.16
H  -2.783675  0.435423  0.943593  0.10
H  -1.789283  2.087873  -0.778180  0.11
H  0.519573  2.436209  -0.760669  0.17
H  0.247970  0.824501  -1.935181  0.14
H  1.704807  0.831319  0.151696  0.14
N  0.352425  -0.236249  1.195419  -0.12
N  -1.009124  -0.147129  1.471452  0.06
N  -1.442092  1.118397  -0.662726  -0.02

Forces on atoms 1 to 6 (eV/Å):
C -0.54 -2.85 -2.92
C -3.19 -3.90 5.89
C -0.70 1.55 -1.94
C 2.28 -0.22 -2.71
C -1.54 5.43 0.88
H -0.45 0.36 0.37

Summary:
HOMO   -0.301 hartree
Frontier orbital gap   9.1 eV
Electronic energy   -9796.4057 eV
Energy above the lowest of the compared OMol25 structures with the same formula, charge and spin   488.3 kJ/mol

(6)
Below is a cluster of 4 separate species, C4H16N2O2 in total, with properties calculated with wB97M-V/def2-TZVPD.

Each line ends with the Löwdin charge.
Element x y z (Å)
C  -1.580101  0.333211  -0.357440  -0.09
N  -0.409533  0.388271  -1.204055  0.04
C  0.580223  1.292135  -0.717160  -0.18
C  1.689234  0.605365  0.165715  -0.18
C  1.127119  0.298126  1.527595  -0.08
N  -1.198324  -2.822057  0.075317  0.03
H  -1.323137  0.203427  0.704550  0.09
H  -2.318206  -0.281081  -0.869200  0.09
H  -2.018083  1.329192  -0.337285  0.09
H  -0.078065  -0.624760  -1.307200  0.10
H  1.027718  1.853646  -1.545786  0.13
H  0.019547  2.070761  -0.119635  0.10
H  2.624359  1.151470  0.273910  0.11
H  0.359561  1.096637  1.713558  0.06
H  0.515377  -0.610036  1.530494  0.08
H  1.924390  0.281635  2.280437  0.09
H  -1.245555  -3.423836  0.883761  0.01
H  -0.235865  -2.613308  -0.207986  -0.04
H  1.961393  -0.260376  -0.486954  0.09
H  1.452831  -2.000859  -2.009888  0.01
O  1.087714  -1.795809  -1.131900  -0.27
H  -1.709528  -3.266930  -0.674019  0.01
H  -0.954190  3.198135  1.820967  -0.02
O  -1.056362  2.315093  1.431714  -0.27

Forces on atoms 1 to 6 (eV/Å):
C -0.27 0.57 -1.72
N -0.09 0.66 2.79
C -0.73 0.91 -1.46
C 0.15 -0.13 0.73
C 0.04 -0.39 -0.74
N -0.23 0.27 0.24

Summary:
HOMO   -0.327 hartree
Frontier orbital gap   4.5 eV
Electronic energy   -11474.4437 eV
Energy above the lowest of the compared OMol25 structures with the same formula, charge and spin   822.8 kJ/mol